Record 1
76
Properties=species:S:1:pos:R:3:mulliken_charge:R:1 method="wB97M-V/def2-TZVPD" smiles=C[C@@H](O)C[PH4].CCCCCC.CCCCCC.CCCCCC largest_force_ev_per_a=2.65 orbital_gap_ev=9.0 spin_multiplicity=1 lumo_energy_ev=0.62
C -2.838 6.641 7.820 -0.9560
C -3.198 5.503 6.658 0.2507
O -4.479 5.773 5.978 -0.5422
C -1.902 5.363 5.664 -0.7983
P -1.501 6.977 4.671 0.0747
H -2.232 7.552 7.408 0.2415
H -3.896 7.077 8.159 0.2735
H -2.294 6.097 8.705 0.2840
H -3.336 4.444 7.192 0.2430
H -4.357 5.986 5.007 0.3262
H -1.941 4.431 4.934 0.0520
H -0.949 5.193 6.361 0.3501
H -0.365 7.256 5.551 0.0547
H -1.257 6.203 3.478 0.0313
H -2.814 7.536 5.014 0.0314
H -1.188 8.246 4.004 0.0615
C -4.610 -1.530 3.193 -1.4192
C -3.469 -0.996 2.342 0.0573
C -2.411 -0.241 3.152 -0.6816
C -2.909 1.021 3.864 -0.6857
C -3.539 2.080 2.955 -0.3750
C -2.572 2.643 1.926 -0.9153
H -5.166 -0.722 3.677 0.3125
H -5.315 -2.088 2.569 0.4063
H -4.236 -2.206 3.968 0.3063
H -3.869 -0.359 1.547 0.2511
H -2.983 -1.843 1.842 0.1326
H -1.579 0.019 2.487 0.1955
H -1.992 -0.919 3.906 0.4053
H -2.063 1.471 4.399 0.3434
H -3.637 0.743 4.635 0.3505
H -3.898 2.906 3.582 0.2628
H -4.421 1.675 2.448 0.3676
H -1.700 3.092 2.413 0.2590
H -3.065 3.419 1.331 0.3964
H -2.222 1.870 1.235 0.0706
C 1.823 -4.266 -2.039 -0.9203
C 0.861 -3.887 -0.924 -0.4489
C -0.517 -3.459 -1.434 -0.6015
C -0.530 -2.207 -2.319 -0.7364
C 0.063 -0.948 -1.681 -0.4755
C -0.695 -0.485 -0.446 -1.0057
H 2.030 -3.420 -2.700 0.0542
H 2.777 -4.596 -1.616 0.4073
H 1.419 -5.085 -2.641 0.3111
H 1.304 -3.097 -0.308 0.2880
H 0.733 -4.755 -0.266 0.3659
H -1.177 -3.303 -0.572 0.1529
H -0.958 -4.287 -2.003 0.3827
H -1.568 -2.002 -2.611 0.3790
H 0.008 -2.414 -3.251 0.3026
H 0.042 -0.141 -2.423 0.3686
H 1.116 -1.105 -1.428 0.2739
H -1.744 -0.281 -0.685 0.3002
H -0.251 0.436 -0.055 0.4181
H -0.662 -1.233 0.352 0.1604
C 5.490 -1.400 -8.049 -1.1728
C 5.823 -2.819 -7.617 -0.3634
C 4.598 -3.616 -7.161 -0.7827
C 3.874 -3.059 -5.931 -0.5681
C 4.737 -2.910 -4.675 -0.3832
C 5.286 -4.233 -4.162 -1.2061
H 5.077 -0.813 -7.225 0.2788
H 6.395 -0.891 -8.396 0.3714
H 4.767 -1.401 -8.870 0.2894
H 6.581 -2.795 -6.827 0.2344
H 6.281 -3.343 -8.466 0.3579
H 4.905 -4.651 -6.967 0.3238
H 3.880 -3.667 -7.990 0.3736
H 3.025 -3.717 -5.703 0.3270
H 3.438 -2.083 -6.174 0.3370
H 4.124 -2.460 -3.885 0.2738
H 5.562 -2.215 -4.856 0.3547
H 4.474 -4.931 -3.934 0.2307
H 5.862 -4.071 -3.245 0.3643
H 5.952 -4.704 -4.892 0.3644

***

Record 2
11
Properties=species:S:1:pos:R:3:nbo_charge:R:1 method="wB97M-V/def2-TZVPD" de_lowest_kj_mol=80.4 smiles="[H]/N=C(/C)OC=O" largest_force_ev_per_a=0.58 orbital_gap_ev=11.5 spin_multiplicity=1 lumo_energy_ev=0.85
C 1.345 -1.013 0.213 -0.6817
C 0.052 -0.449 -0.280 0.5538
N -0.422 -0.648 -1.425 -0.6282
O -0.554 0.304 0.750 -0.5353
C -1.180 1.470 0.476 0.6506
O -1.265 2.001 -0.595 -0.5589
H 1.187 -1.600 1.123 0.2334
H 2.030 -0.194 0.460 0.2323
H 1.786 -1.637 -0.563 0.2424
H -1.294 -0.146 -1.579 0.3636
H -1.596 1.866 1.415 0.1278

***

Record 3
110
Properties=species:S:1:pos:R:3:mulliken_charge:R:1 method="wB97M-V/def2-TZVPD" de_lowest_kj_mol=624.7 smiles=OCCO.OCCO.OCCO.OCCO.OCCO.OCCO.OCCO.OCCO.OCCO.OCCO.OCCO largest_force_ev_per_a=3.11 orbital_gap_ev=10.0 spin_multiplicity=1 lumo_energy_ev=-0.05
C 2.528 20.204 -23.248 -0.4030
C 2.149 20.319 -21.734 -0.3216
O 1.164 19.358 -21.252 -0.5184
O 1.678 20.997 -24.119 -0.5035
H 2.688 19.164 -23.531 0.3392
H 3.556 20.562 -23.312 0.2672
H 1.639 21.267 -21.559 0.2602
H 3.036 20.054 -21.159 0.2764
H 1.543 18.482 -21.352 0.2887
H 2.128 21.845 -24.136 0.3147
C 12.755 24.317 -24.321 -0.2152
C 13.138 23.837 -25.709 -0.5022
O 14.101 24.760 -26.225 -0.5194
O 13.705 23.978 -23.283 -0.4909
H 11.795 23.876 -24.054 0.2857
H 12.672 25.401 -24.243 0.2545
H 12.275 23.691 -26.358 0.3190
H 13.677 22.892 -25.766 0.3023
H 14.933 24.603 -25.773 0.3078
H 14.550 24.171 -23.695 0.2584
C 11.427 31.940 -20.678 -0.4661
C 10.223 30.964 -21.098 -0.4165
O 10.210 30.642 -22.505 -0.5210
O 11.426 33.172 -21.272 -0.5050
H 12.404 31.475 -20.809 0.3182
H 11.439 31.975 -19.589 0.3319
H 9.264 31.328 -20.729 0.3086
H 10.397 29.971 -20.683 0.3142
H 9.389 30.159 -22.618 0.3090
H 12.287 33.543 -21.063 0.3272
C 13.937 14.763 -25.552 -0.5022
C 13.704 16.149 -24.856 -0.3536
O 13.522 15.925 -23.488 -0.5138
O 12.788 14.059 -25.694 -0.5058
H 14.704 14.140 -25.091 0.3451
H 14.271 14.852 -26.585 0.3180
H 12.885 16.754 -25.243 0.3008
H 14.615 16.735 -24.980 0.2949
H 13.503 16.772 -23.036 0.2959
H 13.050 13.138 -25.759 0.3208
C 5.780 28.416 -15.930 -0.4042
C 5.529 29.940 -16.282 -0.4407
O 6.313 30.934 -15.547 -0.5231
O 7.011 28.068 -16.471 -0.4946
H 4.990 27.807 -16.370 0.3100
H 5.756 28.344 -14.843 0.2729
H 4.518 30.208 -15.975 0.3325
H 5.486 30.071 -17.363 0.3187
H 5.979 31.798 -15.799 0.3088
H 7.614 28.717 -16.099 0.3195
C 14.575 16.779 -13.986 -0.3335
C 14.107 18.031 -14.623 -0.4687
O 14.191 17.821 -16.046 -0.5322
O 13.538 15.813 -14.070 -0.5066
H 14.851 16.865 -12.935 0.3071
H 15.433 16.335 -14.489 0.2296
H 14.639 18.952 -14.386 0.3746
H 13.080 18.216 -14.306 0.3147
H 13.789 18.534 -16.548 0.2876
H 13.224 16.031 -14.951 0.3284
C 15.024 26.163 -16.816 -0.6314
C 15.404 27.324 -17.819 -0.0832
O 15.700 28.587 -17.207 -0.4829
O 16.134 25.814 -15.946 -0.5038
H 14.702 25.240 -17.300 0.3411
H 14.167 26.469 -16.216 0.3140
H 14.481 27.379 -18.396 0.2509
H 16.160 26.851 -18.447 0.2181
H 15.997 28.585 -16.294 0.2875
H 16.265 26.532 -15.322 0.2895
C 4.702 19.543 -14.436 -0.5192
C 5.496 18.599 -15.278 -0.2873
O 6.887 18.779 -14.961 -0.4909
O 4.855 20.958 -14.797 -0.5174
H 5.056 19.382 -13.417 0.2950
H 3.692 19.134 -14.454 0.3637
H 5.198 18.921 -16.276 0.2215
H 5.220 17.560 -15.097 0.3465
H 7.294 17.923 -15.113 0.2795
H 5.792 21.154 -14.734 0.3073
C 9.359 21.946 -18.604 -0.2242
C 9.930 20.877 -19.496 -0.4674
O 11.374 21.040 -19.625 -0.5341
O 9.666 23.234 -19.207 -0.5235
H 9.743 21.930 -17.584 0.2836
H 8.273 21.870 -18.546 0.2990
H 9.585 21.054 -20.515 0.2608
H 9.857 19.882 -19.055 0.3046
H 11.497 21.910 -20.012 0.3039
H 9.372 23.812 -18.499 0.2964
C 8.763 12.780 -15.842 -0.4220
C 8.078 12.774 -14.457 -0.4029
O 9.029 12.743 -13.420 -0.5279
O 9.173 14.116 -16.171 -0.4822
H 8.058 12.388 -16.575 0.3561
H 9.591 12.072 -15.816 0.3168
H 7.398 11.932 -14.325 0.3222
H 7.467 13.662 -14.297 0.2324
H 9.624 13.465 -13.634 0.3228
H 9.376 14.045 -17.107 0.2858
C 11.501 23.641 -11.330 -0.4987
C 12.959 23.446 -10.787 -0.2763
O 12.978 23.878 -9.444 -0.5122
O 10.518 22.656 -11.077 -0.5117
H 11.557 23.707 -12.417 0.2748
H 11.016 24.570 -11.031 0.3468
H 13.553 24.030 -11.491 0.3006
H 13.332 22.440 -10.979 0.2430
H 12.433 23.282 -8.925 0.3017
H 10.042 23.036 -10.335 0.3320

***

Record 4
14
Properties=species:S:1:pos:R:3:nbo_charge:R:1 method="wB97M-V/def2-TZVPD" de_lowest_kj_mol=220.1 smiles="CN(N)C=O.O" largest_force_ev_per_a=2.58 orbital_gap_ev=10.2 spin_multiplicity=1 lumo_energy_ev=0.58
C 1.506 1.949 0.557 -0.4176
C -0.407 0.340 0.616 0.5215
H 2.354 1.461 0.981 0.1967
H 1.784 2.667 -0.169 0.2044
H 0.918 2.493 1.336 0.2065
H 1.532 0.140 -1.614 0.3524
H 0.819 1.613 -1.933 0.3518
H -0.328 0.594 1.670 0.1131
H -0.613 -2.628 0.114 0.4816
H -1.939 -2.947 0.903 0.4690
N 0.577 1.011 -0.072 -0.2917
N 0.752 0.780 -1.420 -0.6380
O -1.143 -0.480 0.095 -0.5997
O -1.409 -3.228 0.170 -0.9502

***

Please write out number 1 again, unchanged.
76
Properties=species:S:1:pos:R:3:mulliken_charge:R:1 method="wB97M-V/def2-TZVPD" smiles=C[C@@H](O)C[PH4].CCCCCC.CCCCCC.CCCCCC largest_force_ev_per_a=2.65 orbital_gap_ev=9.0 spin_multiplicity=1 lumo_energy_ev=0.62
C -2.838 6.641 7.820 -0.9560
C -3.198 5.503 6.658 0.2507
O -4.479 5.773 5.978 -0.5422
C -1.902 5.363 5.664 -0.7983
P -1.501 6.977 4.671 0.0747
H -2.232 7.552 7.408 0.2415
H -3.896 7.077 8.159 0.2735
H -2.294 6.097 8.705 0.2840
H -3.336 4.444 7.192 0.2430
H -4.357 5.986 5.007 0.3262
H -1.941 4.431 4.934 0.0520
H -0.949 5.193 6.361 0.3501
H -0.365 7.256 5.551 0.0547
H -1.257 6.203 3.478 0.0313
H -2.814 7.536 5.014 0.0314
H -1.188 8.246 4.004 0.0615
C -4.610 -1.530 3.193 -1.4192
C -3.469 -0.996 2.342 0.0573
C -2.411 -0.241 3.152 -0.6816
C -2.909 1.021 3.864 -0.6857
C -3.539 2.080 2.955 -0.3750
C -2.572 2.643 1.926 -0.9153
H -5.166 -0.722 3.677 0.3125
H -5.315 -2.088 2.569 0.4063
H -4.236 -2.206 3.968 0.3063
H -3.869 -0.359 1.547 0.2511
H -2.983 -1.843 1.842 0.1326
H -1.579 0.019 2.487 0.1955
H -1.992 -0.919 3.906 0.4053
H -2.063 1.471 4.399 0.3434
H -3.637 0.743 4.635 0.3505
H -3.898 2.906 3.582 0.2628
H -4.421 1.675 2.448 0.3676
H -1.700 3.092 2.413 0.2590
H -3.065 3.419 1.331 0.3964
H -2.222 1.870 1.235 0.0706
C 1.823 -4.266 -2.039 -0.9203
C 0.861 -3.887 -0.924 -0.4489
C -0.517 -3.459 -1.434 -0.6015
C -0.530 -2.207 -2.319 -0.7364
C 0.063 -0.948 -1.681 -0.4755
C -0.695 -0.485 -0.446 -1.0057
H 2.030 -3.420 -2.700 0.0542
H 2.777 -4.596 -1.616 0.4073
H 1.419 -5.085 -2.641 0.3111
H 1.304 -3.097 -0.308 0.2880
H 0.733 -4.755 -0.266 0.3659
H -1.177 -3.303 -0.572 0.1529
H -0.958 -4.287 -2.003 0.3827
H -1.568 -2.002 -2.611 0.3790
H 0.008 -2.414 -3.251 0.3026
H 0.042 -0.141 -2.423 0.3686
H 1.116 -1.105 -1.428 0.2739
H -1.744 -0.281 -0.685 0.3002
H -0.251 0.436 -0.055 0.4181
H -0.662 -1.233 0.352 0.1604
C 5.490 -1.400 -8.049 -1.1728
C 5.823 -2.819 -7.617 -0.3634
C 4.598 -3.616 -7.161 -0.7827
C 3.874 -3.059 -5.931 -0.5681
C 4.737 -2.910 -4.675 -0.3832
C 5.286 -4.233 -4.162 -1.2061
H 5.077 -0.813 -7.225 0.2788
H 6.395 -0.891 -8.396 0.3714
H 4.767 -1.401 -8.870 0.2894
H 6.581 -2.795 -6.827 0.2344
H 6.281 -3.343 -8.466 0.3579
H 4.905 -4.651 -6.967 0.3238
H 3.880 -3.667 -7.990 0.3736
H 3.025 -3.717 -5.703 0.3270
H 3.438 -2.083 -6.174 0.3370
H 4.124 -2.460 -3.885 0.2738
H 5.562 -2.215 -4.856 0.3547
H 4.474 -4.931 -3.934 0.2307
H 5.862 -4.071 -3.245 0.3643
H 5.952 -4.704 -4.892 0.3644

***

Repeat the second record exactly.
11
Properties=species:S:1:pos:R:3:nbo_charge:R:1 method="wB97M-V/def2-TZVPD" de_lowest_kj_mol=80.4 smiles="[H]/N=C(/C)OC=O" largest_force_ev_per_a=0.58 orbital_gap_ev=11.5 spin_multiplicity=1 lumo_energy_ev=0.85
C 1.345 -1.013 0.213 -0.6817
C 0.052 -0.449 -0.280 0.5538
N -0.422 -0.648 -1.425 -0.6282
O -0.554 0.304 0.750 -0.5353
C -1.180 1.470 0.476 0.6506
O -1.265 2.001 -0.595 -0.5589
H 1.187 -1.600 1.123 0.2334
H 2.030 -0.194 0.460 0.2323
H 1.786 -1.637 -0.563 0.2424
H -1.294 -0.146 -1.579 0.3636
H -1.596 1.866 1.415 0.1278